{
  "formula": "C4H11NOTl",
  "method": "ωB97M-V/def2-TZVPD",
  "species": ["Tl", "C", "C", "C", "O", "C", "N", "H", "H", "H", "H", "H", "H", "H", "H", "H", "H", "H"],
  "xyz": [[2.55, -2.15, 1.42], [-0.98, -0.12, -2.11], [0.17, -0.26, -0.89], [-0.39, 0.34, 0.37], [0.60, 0.34, 1.38], [0.54, 1.46, 2.25], [0.38, -1.66, -0.80], [-0.65, -0.61, -3.03], [-1.00, 0.97, -2.26], [-1.92, -0.57, -1.79], [1.08, 0.26, -1.23], [-1.29, -0.20, 0.74], [-0.69, 1.37, 0.14], [-0.46, 1.89, 2.34], [1.37, 2.17, 2.05], [0.77, 1.03, 3.26], [0.20, -2.18, -1.69], [-0.29, -2.09, -0.14]],
  "orbital_gap_ev": 4.599,
  "de_lowest_kj_mol": 92.2,
  "charge": 3
}



{
  "formula": "C4H11NP",
  "method": "ωB97M-V/def2-TZVPD",
  "species": ["N", "C", "C", "C", "C", "P", "H", "H", "H", "H", "H", "H", "H", "H", "H", "H", "H"],
  "xyz": [[2.93, -0.99, 0.34], [2.32, -0.08, -0.35], [0.71, -0.19, -0.43], [-0.23, 0.85, 0.33], [-1.75, 0.74, 0.07], [-2.36, -1.03, 0.01], [2.46, -1.73, 0.87], [3.86, -0.84, 0.49], [2.71, 0.83, -0.80], [0.57, -1.28, 0.05], [0.43, -0.10, -1.51], [0.00, 0.68, 1.39], [-0.03, 1.88, 0.01], [-2.27, 1.40, 0.82], [-1.72, 1.28, -0.92], [-3.76, -0.94, -0.28], [-2.48, -0.92, 1.45]],
  "orbital_gap_ev": 7.335,
  "de_lowest_kj_mol": 187.9,
  "charge": 1,
  "smiles": "[NH2+]=CCCCP"
}



{
  "formula": "C4H11NS",
  "method": "ωB97M-V/def2-TZVPD",
  "species": ["C", "C", "C", "S", "C", "N", "H", "H", "H", "H", "H", "H", "H", "H", "H", "H", "H"],
  "xyz": [[1.16, 1.02, -1.06], [-0.06, 0.54, -0.24], [0.84, -0.45, -0.95], [-1.84, -1.60, -0.09], [-3.04, -2.15, 1.13], [2.67, 2.18, 0.52], [1.00, 1.56, -1.99], [1.82, 1.47, -0.08], [-0.02, 0.69, 0.83], [-1.01, 0.72, -0.72], [0.23, -0.96, -1.67], [1.70, -0.99, -0.56], [-3.26, -1.41, 1.90], [-2.61, -3.00, 1.67], [-3.98, -2.36, 0.65], [3.57, 1.76, 0.74], [2.85, 2.99, -0.08]],
  "orbital_gap_ev": 3.806,
  "de_lowest_kj_mol": 751.4
}



{
  "formula": "C4H11NS",
  "method": "ωB97M-V/def2-TZVPD",
  "species": ["C", "C", "N", "H", "H", "H", "H", "H", "H", "C", "C", "S", "H", "H", "H", "H", "H"],
  "xyz": [[-0.47, -1.71, 1.09], [0.99, -0.49, 1.20], [0.93, -1.83, 0.74], [-0.51, -1.80, 2.18], [-0.98, -2.64, 0.69], [-1.08, -0.87, 0.66], [1.30, -0.45, 2.25], [1.61, 0.17, 0.64], [1.02, -1.72, -0.30], [-0.95, 2.07, 0.39], [-0.01, 1.70, -0.77], [-0.16, 0.00, -1.41], [-1.97, 1.72, 0.20], [-0.84, 3.13, 0.60], [-0.67, 1.51, 1.32], [1.06, 1.88, -0.66], [-0.26, 2.38, -1.62]],
  "orbital_gap_ev": 5.298,
  "de_lowest_kj_mol": 567.2
}



{
  "formula": "C4H11NS",
  "method": "ωB97M-V/def2-TZVPD",
  "species": ["C", "C", "N", "H", "H", "H", "H", "H", "C", "C", "S", "H", "H", "H", "H", "H", "H"],
  "xyz": [[-1.85, 0.54, -2.15], [-1.51, -0.71, -1.80], [-0.32, -1.37, -2.11], [-2.86, 0.94, -2.09], [-1.03, 1.17, -2.49], [-2.32, -1.30, -1.36], [-0.18, -1.53, -3.09], [0.06, -2.09, -1.53], [0.54, 1.76, 2.37], [0.51, 1.00, 1.07], [1.23, -0.64, 1.11], [1.54, 1.92, 2.76], [0.00, 1.14, 3.10], [0.09, 2.75, 2.24], [0.88, 1.60, 0.23], [-0.52, 0.89, 0.70], [0.07, -1.33, 0.94]],
  "orbital_gap_ev": 9.486,
  "de_lowest_kj_mol": 127.1,
  "smiles": "C=CN.CCS"
}



{
  "formula": "C4H11NS",
  "method": "ωB97M-V/def2-TZVPD",
  "species": ["C", "N", "C", "C", "S", "C", "H", "H", "H", "H", "H", "H", "H", "H", "H", "H", "H"],
  "xyz": [[-2.71, -0.65, -0.15], [-1.41, -0.41, 0.36], [-0.83, 0.75, -0.32], [0.64, 0.86, 0.08], [1.65, -0.39, -0.75], [3.07, -0.43, 0.37], [-3.29, 0.30, -0.25], [-3.29, -1.31, 0.49], [-2.66, -1.06, -1.16], [-0.78, -1.24, 0.20], [-1.42, 1.65, -0.12], [-0.92, 0.69, -1.44], [1.05, 1.85, -0.25], [0.76, 0.68, 1.10], [3.99, -0.41, -0.17], [3.07, -1.30, 0.98], [3.09, 0.41, 1.01]],
  "orbital_gap_ev": 9.511,
  "de_lowest_kj_mol": 72.6,
  "smiles": "CNCCSC"
}



{
  "formula": "C4H11NS",
  "method": "ωB97M-V/def2-TZVPD",
  "species": ["N", "C", "C", "C", "C", "S", "H", "H", "H", "H", "H", "H", "H", "H", "H", "H", "H"],
  "xyz": [[-0.82, 0.27, -1.81], [-1.14, -0.62, -0.68], [0.16, -1.19, -0.07], [1.22, -0.14, 0.19], [0.78, 1.14, 0.92], [-0.26, 0.64, 2.36], [-1.72, 0.59, -2.16], [-0.53, -0.32, -2.59], [-1.68, -0.12, 0.11], [-1.66, -1.52, -1.04], [-0.08, -1.73, 0.86], [0.56, -1.95, -0.75], [1.66, 0.21, -0.75], [2.04, -0.53, 0.78], [0.24, 1.84, 0.29], [1.65, 1.62, 1.35], [-0.42, 1.81, 2.99]],
  "orbital_gap_ev": 9.726,
  "de_lowest_kj_mol": 27.9,
  "smiles": "NCCCCS"
}



{
  "formula": "C4H11NS",
  "method": "ωB97M-V/def2-TZVPD",
  "species": ["C", "C", "N", "C", "C", "S", "H", "H", "H", "H", "H", "H", "H", "H", "H", "H", "H"],
  "xyz": [[-0.34, 1.73, -0.52], [-1.20, 0.46, -0.74], [-0.48, -0.74, -1.18], [0.56, -1.26, -0.23], [0.22, -1.05, 1.28], [1.75, -1.02, 2.35], [0.50, 1.64, 0.17], [-1.08, 2.48, -0.26], [0.06, 1.99, -1.50], [-1.82, 0.24, 0.13], [-1.90, 0.75, -1.52], [-0.01, -0.56, -2.05], [0.66, -2.34, -0.26], [1.46, -0.68, -0.46], [-0.56, -1.79, 1.46], [-0.01, -0.02, 1.49], [2.19, 0.15, 1.86]],
  "orbital_gap_ev": 9.596,
  "de_lowest_kj_mol": 109.8,
  "smiles": "CCNCCS"
}